No. 1
The following is a DFT calculation (ωB97M-V with the def2-TZVPD basis set) of a cluster of 25 separate species, C34H32Cl72O5 in total in a non-equilibrium geometry.

For the LUMO energy, the calculation gives -0.0871 hartree. The calculation puts the largest force on an atom at 0.1741 Eh/bohr. The HOMO energy comes out at -10.4 eV. Its HOMO-LUMO gap is 8.02 eV. The calculation puts the electronic energy at -947617.2268 eV.

Last column: Mulliken charge in e.
CARTESIAN COORDINATES (ANGSTROEM)
Cl (-2.59451, 8.44382, 5.22069)  -0.129
C (10.44358, 2.83795, 1.95644)  0.060
H (-3.05260, -4.69206, -5.32953)  -0.284
Cl (3.80752, -3.04238, 4.14652)  0.014
H (-6.25443, 5.07120, -1.33278)  0.284
Cl (9.28321, 10.15074, 4.49563)  -0.122
Cl (4.42093, -2.62910, 9.30862)  -0.121
Cl (10.52077, 2.16508, 3.59381)  -0.117
H (-8.31176, -9.92662, -1.77834)  -0.409
H (0.21879, 2.06547, -4.43008)  0.359
H (1.08279, 2.57391, 2.02002)  0.149
H (-1.41194, 0.36232, -0.18902)  0.272
Cl (-1.02195, -1.70640, 4.63625)  -0.024
Cl (-1.28501, -10.30960, -6.63387)  -0.113
H (4.07062, -8.17659, 2.52110)  -0.020
Cl (-15.54157, 0.73754, -0.27738)  -0.125
H (-0.31109, -1.79478, -4.01185)  -0.070
Cl (3.36095, -3.59035, -8.46150)  -0.101
C (0.39503, 1.83341, -0.03481)  0.120
C (4.55223, 4.88161, -5.57452)  -0.035
C (-8.80054, -10.88659, -1.59398)  0.783
C (0.35896, 2.05179, -3.25791)  -0.426
C (7.48967, 0.35992, 4.41057)  -0.194
H (2.70350, 6.78646, 6.28962)  -0.242
H (-1.80074, -3.36784, 6.11528)  0.371
C (3.09097, 0.72146, 4.16398)  0.784
H (-5.71478, -1.49935, -5.56245)  0.148
Cl (-6.71907, 6.44829, -3.18802)  -0.141
C (4.88644, -3.63162, -7.56101)  -0.018
Cl (3.56923, 4.06957, -4.34408)  -0.052
C (-2.20977, 4.18586, 0.91222)  0.534
Cl (9.00480, 9.74126, 1.62530)  -0.117
C (4.67631, -9.08582, 2.49156)  0.356
Cl (-9.15381, 3.31900, -3.68051)  -0.092
Cl (6.29725, -8.65845, 1.91768)  -0.128
H (-3.37331, 6.78238, 6.69972)  0.313
C (-9.81540, 1.80227, -4.31419)  0.285
Cl (-6.33938, 0.77253, -5.61586)  -0.133
Cl (-8.44168, -11.96586, -2.95270)  -0.131
H (3.50034, 0.42712, 5.13363)  -0.711
Cl (6.90081, 11.09834, 3.11355)  -0.067
C (-6.43274, -7.52689, -2.32670)  0.384
Cl (-4.08258, -6.74662, -5.85144)  -0.078
C (2.83799, -4.22252, 3.24820)  0.031
C (8.64593, 10.82052, 2.98401)  -0.009
Cl (3.49294, 10.49799, 3.96140)  -0.122
H (2.43908, 7.50083, -3.56341)  0.295
Cl (3.88244, -0.24490, 2.90723)  -0.089
Cl (-8.17787, -7.24908, -2.19716)  -0.127
Cl (3.90637, -10.23377, 1.38291)  -0.072
Cl (-5.79547, -8.19668, -0.81508)  -0.108
C (-1.24940, 2.22130, 1.99450)  0.566
Cl (0.38890, -2.93212, 6.87032)  -0.101
C (2.90549, 5.75605, 5.98648)  0.517
H (0.58796, 0.70585, 2.05524)  0.162
C (-1.18019, -9.16580, -7.98311)  -0.053
Cl (4.75350, -9.75869, 4.12893)  -0.130
Cl (3.45725, 7.24660, -1.45316)  -0.112
Cl (4.78162, -4.77542, -6.21177)  -0.099
Cl (-2.70568, -9.12453, -8.88360)  -0.112
Cl (-10.79840, 0.99023, -3.08375)  -0.105
C (-4.07074, -4.99458, -5.58702)  0.694
Cl (9.67364, 1.69000, 0.84779)  -0.103
Cl (1.91554, -2.27664, -4.61528)  -0.093
Cl (-4.85288, -0.73292, -7.61766)  -0.131
C (2.09923, 7.14663, -2.58695)  -0.081
Cl (-10.54566, -10.60878, -1.46445)  -0.130
Cl (1.76010, -3.40169, 2.10636)  -0.054
C (0.58096, -12.61474, 1.42193)  0.072
H (-8.98179, 1.14621, -4.57709)  0.044
C (-14.47324, 0.30427, -1.62298)  0.176
Cl (7.03403, 1.86031, 3.58558)  -0.035
Cl (3.00508, 9.31805, 6.57934)  -0.147
Cl (-10.77151, 2.10294, -5.77530)  -0.128
Cl (-2.01515, 5.58961, 5.18748)  -0.033
Cl (1.36680, 4.98766, 5.56024)  -0.017
H (5.67643, -3.96812, -8.23712)  0.335
H (9.83789, 3.74718, 1.98599)  0.272
H (9.13471, 11.78049, 2.79966)  0.321
C (0.29460, -2.70400, -4.04140)  0.336
O (-1.51864, 3.66512, 2.10355)  -0.248
Cl (3.41721, 2.44598, 3.92047)  0.053
Cl (-0.95774, -13.38313, 0.99568)  -0.128
Cl (-8.16327, -11.55638, -0.08237)  -0.126
Cl (-0.76065, -7.54764, -7.39579)  -0.056
C (1.49697, 2.70544, -0.87923)  0.574
Cl (-4.59292, 4.47902, -2.89585)  -0.076
Cl (0.76423, 8.18135, -2.05138)  -0.128
Cl (12.06452, 3.26532, 1.38256)  -0.133
Cl (5.44878, 8.68194, 5.12757)  -0.069
Cl (-4.55086, -4.13957, -7.06277)  -0.105
H (4.74147, 10.77795, 5.94053)  0.361
Cl (-0.47534, -3.85196, -5.15005)  -0.120
C (1.38687, 2.86534, -2.51678)  0.371
H (-2.27760, 6.42946, 0.14968)  0.174
C (-5.22710, -0.57872, -5.89267)  0.110
Cl (-0.44258, -4.56061, 4.60304)  -0.119
C (-0.84617, -3.16834, 5.62191)  -0.115
O (-2.22931, 1.32529, 2.17009)  -0.560
Cl (6.15717, -0.22295, 5.42271)  0.057
H (5.38584, 4.22554, -5.83742)  0.346
Cl (-5.13908, -4.56131, -4.24141)  -0.199
C (-2.41873, 6.98188, 6.20635)  -0.036
H (8.34665, 0.56838, 5.05599)  0.338
Cl (3.99306, 5.78853, 4.58796)  -0.118
O (-3.35155, 3.72964, 0.39073)  -0.490
Cl (0.37179, -3.37687, -2.40403)  -0.108
O (2.55826, 3.29161, -0.28248)  -0.664
Cl (1.66852, -12.58226, 0.02341)  -0.125
Cl (7.96454, -0.87721, 3.23426)  -0.109
Cl (-4.67165, 6.80760, -1.14785)  -0.122
H (-1.19111, 5.28029, -0.93382)  0.155
H (-13.45509, 0.60679, -1.36549)  0.179
Cl (1.34152, -13.45795, 2.78206)  -0.110
H (-5.94397, -6.56692, -2.51105)  -0.061
Cl (6.04185, -0.21262, 9.18002)  -0.119
Cl (3.59612, 5.18228, -7.03563)  -0.127
Cl (-6.07388, -8.60616, -3.68541)  -0.065
C (0.31620, 1.76438, 1.63339)  0.087
C (-0.61872, 1.03188, -0.77531)  -0.235
Cl (3.88625, -5.37096, 2.39853)  -0.141
Cl (-14.95336, 1.15928, -3.09873)  -0.114
Cl (1.34599, 0.41451, 4.17823)  -0.012
H (2.10362, 3.56414, -3.12898)  -0.203
C (-1.53043, 5.50340, 0.17783)  -0.589
Cl (3.71250, -0.49725, 7.45461)  -0.064
C (-0.67173, 1.04481, -2.42915)  0.147
H (0.37897, -11.58433, 1.72507)  0.284
O (-1.57127, 0.27412, -3.08812)  -0.530
H (2.22474, -4.77878, 3.96160)  0.140
Cl (-14.48507, -1.44777, -1.88740)  -0.121
Cl (5.21382, 6.39833, -4.94084)  -0.115
H (-0.39020, -9.50229, -8.65922)  0.339
H (3.77985, -0.41708, 9.80908)  0.318
Cl (3.66605, 4.91284, 7.34661)  -0.124
C (-5.64118, 5.62746, -2.04618)  0.046
Cl (5.30598, -2.01346, -6.97368)  -0.114
Cl (1.55548, 5.46917, -2.75981)  -0.069
C (4.40550, -0.87766, 9.04041)  -0.047
Cl (-1.18367, 7.21810, 7.45476)  -0.114
Cl (-3.74176, -0.36482, -4.95049)  0.042
C (4.23894, 9.93167, 5.46545)  -0.036
H (-0.61118, 5.84611, 0.81827)  0.294

No. 2
The following is a DFT calculation (ωB97M-V with the def2-TZVPD basis set) of a cluster of 7 separate species, C35H53O21PS in total in a non-equilibrium geometry.

For the LUMO energy, the calculation gives 0.0107 hartree. The calculation puts the largest force on an atom at 0.1923 Eh/bohr. The HOMO energy comes out at -8.6 eV. Its SMILES is C#CCCC[C@@]1(CCCCCCCCC)OC(=O)O[C@H]1[PH2]=S.O=C1OCCO1.O=C1OCCO1.O=C1OCCO1.O=C1OCCO1.O=C1OCCO1.O=C1OCCO1. Its HOMO-LUMO gap is 8.87 eV. The calculation puts the electronic energy at -100263.9426 eV.

Last column: Mulliken charge in e.
CARTESIAN COORDINATES (ANGSTROEM)
O (-4.47304, 6.09005, 2.84273)  -0.541
C (-7.07461, 2.96922, 1.49367)  -0.408
H (2.69285, -2.72871, 0.60169)  0.354
O (-4.02922, -4.88236, 0.02230)  -0.327
H (-0.82425, 1.83178, 0.23274)  0.228
H (-0.98557, 0.26052, -4.50555)  0.239
H (-6.33446, 9.36626, 1.99504)  0.277
H (5.93276, 2.36269, 2.57252)  0.283
C (-1.88523, 1.94689, 2.27890)  0.048
O (-0.26076, -4.51845, -2.29928)  -0.250
O (5.71961, -0.47590, 3.63184)  -0.415
C (1.94985, -1.49071, -8.98533)  -0.341
H (-7.84288, 3.71273, 1.26430)  0.333
H (4.87131, 1.82579, 0.06622)  0.001
O (-6.70254, 2.25623, 0.32949)  -0.375
O (4.65941, 1.10265, 4.94603)  -0.413
C (0.33170, -2.36703, -7.71939)  0.690
C (-6.45774, 8.45477, 1.40068)  -0.321
O (1.33363, -3.29412, -7.72993)  -0.268
O (-6.29906, 7.33216, 2.24725)  -0.308
H (2.48691, 0.44006, 1.14278)  -0.435
H (-3.16755, 0.08300, 2.82685)  0.006
H (-1.90095, -1.13620, 1.31029)  -0.246
C (-5.36432, 2.00521, 0.42851)  0.517
O (1.50000, -0.76761, -3.72574)  -0.332
C (-0.53062, -5.00882, -0.99973)  0.585
O (-4.80982, 2.68939, 1.47154)  -0.162
O (1.94266, 0.69744, -2.02589)  -0.599
H (-2.59351, 2.86115, 1.98421)  0.155
H (-4.96925, -3.58739, 2.32084)  0.298
H (3.47921, -0.24836, -0.36726)  -0.024
H (-5.73599, 3.70218, 3.02470)  0.477
O (1.47076, -5.83707, -1.71844)  -0.344
C (0.31752, -1.42710, -4.13675)  1.241
C (-4.04956, -5.30181, 1.37382)  -0.394
H (-1.25469, -5.82708, -1.07371)  0.222
C (-5.36986, 8.28044, 0.39117)  -0.344
H (0.26143, -2.76567, 1.66805)  -0.022
C (-5.79239, 3.59490, 1.93798)  0.139
C (-3.97943, -4.01680, 2.13332)  -0.407
H (-0.47058, -0.77822, 3.25615)  0.227
H (-4.96135, -5.86483, 1.59130)  0.319
H (-4.98367, 9.23600, 0.02593)  0.306
O (-4.37205, 7.57647, 1.10654)  -0.298
H (-3.51609, 1.65518, 3.94336)  0.262
C (0.87520, -5.14086, -2.73040)  0.616
C (5.98282, 1.59866, 0.42779)  -0.341
H (-1.68815, -0.99536, -3.45551)  0.336
C (2.02654, -1.75359, 0.63578)  -0.199
C (1.02368, -1.89021, 1.92559)  -0.366
P (3.11070, 2.67811, 3.47923)  0.042
C (2.19924, -2.95185, -8.79600)  -0.326
C (-5.00130, 6.92558, 2.12823)  0.757
C (4.35286, -0.91269, 1.67858)  -0.985
H (7.04243, 0.93815, -1.49964)  0.386
H (3.79788, 3.72244, 4.20102)  0.137
C (-2.71572, 1.02988, 3.36204)  -0.779
H (-3.45250, -4.12437, 3.08538)  0.323
H (6.58294, 2.60309, 0.22139)  0.420
H (-5.68604, 7.67391, -0.46395)  0.266
H (-2.56497, 1.09432, 0.27419)  0.038
C (4.92050, 0.32353, 2.64402)  0.703
H (-3.18202, -5.94419, 1.55764)  0.242
H (2.07065, -1.17944, -10.02657)  0.289
H (1.75265, 2.63751, 4.03950)  0.084
H (-5.62109, 4.57203, 1.47435)  -0.325
C (8.57070, -1.52387, 0.68100)  -0.538
C (5.89431, 0.29807, 4.88633)  0.497
C (0.11926, -0.56160, 2.24867)  -0.038
H (-7.47191, 2.26223, 2.22962)  0.217
O (0.60750, -1.33276, -8.56667)  -0.312
C (-0.76378, -0.47950, -3.72950)  -0.337
C (-1.00670, -0.38291, 1.07049)  1.021
C (3.08450, -0.47959, 0.73487)  0.944
O (1.30155, -5.08281, -3.87169)  -0.572
C (-3.43634, -3.65300, -0.00249)  0.570
O (-0.20921, 0.18501, -2.60975)  -0.279
H (1.59307, -2.20452, 2.91915)  0.345
C (-1.54141, 1.15997, 0.87154)  -0.431
H (-1.93526, 0.64401, 4.15254)  0.262
O (6.94809, 0.30364, 5.73687)  -0.554
O (-4.74535, 1.26508, -0.31765)  -0.529
H (0.73836, 0.42122, 2.44405)  -0.230
H (5.63670, -0.21334, -0.98345)  0.127
H (-0.91253, 2.44486, 2.74116)  0.149
H (7.15650, 0.94198, 2.39993)  0.387
C (7.71530, -0.53742, 0.10477)  -0.126
H (2.59325, -0.87118, -8.35168)  0.268
H (9.42254, -2.35808, 0.74845)  0.326
H (5.24079, -1.43717, 1.08032)  0.295
O (-0.67834, -2.45084, -7.04079)  -0.587
H (1.37583, -4.67531, -0.03209)  -0.149
C (1.14779, 0.09208, -2.72547)  0.607
H (1.40011, -1.71385, -0.37330)  -0.510
H (3.23921, -3.16641, -8.53508)  0.296
H (-7.45162, 8.45946, 0.94478)  0.288
C (6.09645, 1.30920, 2.03498)  -0.765
H (0.73451, -6.32659, 0.15616)  0.345
H (3.97639, -1.74849, 2.44263)  0.334
H (1.92449, -3.54072, -9.67738)  0.276
H (-0.94807, -4.22097, -0.36674)  -0.557
O (-3.10125, -3.06932, -1.01971)  -0.484
H (0.32859, -1.60717, -5.21522)  -0.627
C (0.80744, -5.47243, -0.52262)  0.089
H (3.05406, 0.10816, 4.10061)  0.252
H (0.24924, -2.38811, -3.61609)  -0.231
S (2.91155, 3.25654, 1.63274)  -0.339
O (-3.26793, -3.16084, 1.25969)  -0.204
C (3.82913, 0.92515, 3.71011)  0.204
H (-0.56289, -0.74494, 0.03452)  -0.458
C (6.55046, 0.41347, -0.54690)  -0.191

- Which value of HOMO energy does entry 1 give?
  -10.4 eV